# 1
# C53H59As3BiCl3N2O4P2

A molecular structure, C53H59As3BiCl3N2O4P2 (ωB97M-V/def2-TZVPD, the Open Molecules 2025 dataset).

Calculated values
Kohn-Sham gap, eV: 7.45
Largest force on an atom, eV/Å: 0.57
LUMO energy, eV: -5.022
Net charge: +2

```
127
Properties=species:S:1:pos:R:3:mulliken_charge:R:1
Bi 0.56 -0.49 -0.02 2.64
C -0.94 4.41 1.40 -0.89
As -1.66 2.76 2.01 1.08
C -3.54 2.71 1.71 -1.26
C -1.50 2.58 3.94 -1.91
C -0.41 1.92 4.78 3.19
C 0.97 2.42 4.36 -1.50
C -0.43 0.39 4.78 -2.20
As -0.11 -0.60 3.12 0.87
C 0.46 -2.30 3.88 -1.34
C -1.96 -1.13 2.71 -1.11
C -0.67 2.39 6.24 -2.13
As -2.38 2.40 7.24 0.30
C -3.29 0.75 6.67 -1.03
C -3.46 3.67 6.21 -1.02
H -0.95 5.14 2.21 0.47
H -1.55 4.76 0.57 0.47
H 0.08 4.21 1.06 -0.08
H -4.01 3.54 2.23 0.53
H -3.95 1.77 2.09 0.38
H -3.72 2.78 0.64 0.37
H -2.48 2.19 4.22 -0.16
H -1.51 3.65 4.20 0.92
H 1.35 1.87 3.49 -0.46
H 1.69 2.28 5.17 0.61
H 0.96 3.49 4.12 0.48
H -1.37 0.01 5.18 0.30
H 0.36 0.05 5.46 0.65
H -0.23 -2.59 4.67 0.53
H 1.46 -2.20 4.28 0.28
H 0.46 -3.06 3.10 0.35
H -2.40 -1.59 3.59 0.58
H -1.97 -1.85 1.89 0.35
H -2.56 -0.27 2.40 0.05
H -0.32 3.42 6.34 0.61
H 0.00 1.80 6.88 0.51
H -2.73 -0.12 7.00 0.31
H -3.46 0.69 5.59 0.21
H -4.26 0.74 7.16 0.43
H -2.87 4.54 5.94 0.27
H -4.27 4.01 6.86 0.46
H -3.91 3.23 5.31 0.22
C 6.17 -2.70 -4.40 -1.76
C 5.49 -1.35 -4.11 1.45
C 6.19 -0.23 -4.90 -1.79
C 5.59 -1.03 -2.63 0.91
C 6.83 -1.00 -1.99 -0.07
C 6.96 -0.66 -0.65 -1.80
C 5.83 -0.31 0.08 -0.43
C 4.58 -0.33 -0.53 0.29
P 3.19 0.35 0.41 1.01
C 3.38 2.14 0.19 0.80
C 4.17 2.62 -0.86 -1.08
C 4.35 3.98 -1.04 -0.76
C 3.77 4.88 -0.17 -0.97
C 2.99 4.42 0.88 -1.33
C 2.77 3.06 1.05 0.16
C 3.61 -0.09 2.12 0.49
C 3.66 -1.45 2.42 -0.25
C 4.09 -1.87 3.66 -0.80
C 4.48 -0.94 4.62 -0.62
C 4.44 0.41 4.32 -0.78
C 4.02 0.84 3.06 -0.32
C 4.48 -0.71 -1.86 -1.10
O 3.21 -0.70 -2.37 0.04
C 3.00 -1.13 -3.65 -0.73
C 1.66 -1.28 -4.01 0.19
C 1.34 -1.65 -5.31 -0.33
C 2.35 -1.88 -6.23 -1.68
C 3.67 -1.79 -5.82 -0.48
C 4.03 -1.42 -4.53 0.73
P 0.37 -1.12 -2.78 1.41
C -0.92 -0.01 -3.39 0.67
C -1.96 -0.44 -4.21 -0.13
C -2.92 0.47 -4.64 -0.88
C -2.83 1.80 -4.26 -0.64
C -1.80 2.23 -3.44 -0.82
C -0.84 1.33 -3.00 -0.26
C -0.36 -2.76 -2.63 0.36
C 0.36 -3.90 -3.00 -0.88
C -0.18 -5.16 -2.77 -0.73
C -1.42 -5.30 -2.17 -0.66
C -2.13 -4.17 -1.79 -0.73
C -1.61 -2.91 -2.02 -0.26
H 7.23 -2.66 -4.14 0.41
H 6.11 -2.94 -5.46 0.42
H 5.70 -3.50 -3.83 0.39
H 7.24 -0.16 -4.61 0.42
H 5.72 0.73 -4.72 0.36
H 6.16 -0.44 -5.97 0.42
H 7.72 -1.25 -2.55 0.48
H 7.93 -0.64 -0.18 0.45
H 5.94 -0.02 1.11 0.58
H 4.65 1.93 -1.54 0.37
H 4.96 4.33 -1.86 0.51
H 3.93 5.94 -0.29 0.43
H 2.55 5.12 1.58 0.55
H 2.13 2.71 1.84 0.71
H 3.36 -2.19 1.68 0.27
H 4.14 -2.93 3.88 0.47
H 4.82 -1.27 5.59 0.43
H 4.77 1.14 5.04 0.54
H 4.05 1.90 2.83 0.57
H 0.31 -1.76 -5.61 0.47
H 2.11 -2.17 -7.24 0.43
H 4.45 -2.00 -6.54 0.44
H -2.04 -1.48 -4.49 0.43
H -3.73 0.14 -5.27 0.51
H -3.58 2.51 -4.60 0.46
H -1.73 3.27 -3.14 0.51
H -0.05 1.67 -2.34 0.30
H 1.33 -3.81 -3.46 0.34
H 0.39 -6.04 -3.06 0.44
H -1.83 -6.28 -1.99 0.42
H -3.10 -4.27 -1.32 0.52
H -2.18 -2.03 -1.74 0.05
O -1.13 1.54 0.91 0.41
O 0.24 1.83 0.47 -0.55
Cl -6.24 -0.78 0.25 -0.08
C -5.40 -0.07 -1.12 0.75
Cl -5.87 1.62 -1.34 -0.09
Cl -5.68 -0.99 -2.59 -0.06
C -3.95 -0.10 -0.83 -0.40
N -2.83 -0.12 -0.60 -0.18
O 1.00 -4.83 0.44 -0.58
C 1.20 -3.68 0.32 0.66
N 1.44 -2.51 0.22 -0.73
```

# 2
# C53H63N4O2S2

2 unconnected molecules or ions with the total composition C53H63N4O2S2 (ωB97M-V/def2-TZVPD, the Open Molecules 2025 dataset).

Calculated values
Kohn-Sham gap, eV: 3.31
Largest force on an atom, eV/Å: 2.89
LUMO energy, eV: -5.748
Net charge: +1

```
124
Properties=species:S:1:pos:R:3:mulliken_charge:R:1
C -3.55 0.65 -2.49 -1.58
C -4.16 2.02 -2.31 2.64
C -3.18 3.07 -2.84 -1.68
C -5.42 2.02 -3.20 -1.88
C -4.53 2.43 -0.85 0.18
C -5.37 3.54 -0.79 -1.31
C -5.99 3.93 0.39 -1.61
C -5.69 3.26 1.56 -0.66
C -4.74 2.24 1.61 0.12
C -4.49 1.54 2.98 2.63
C -4.78 0.04 2.90 -1.33
C -5.40 2.10 4.08 -2.55
C -3.07 1.80 3.47 -1.55
C -4.07 1.88 0.39 -0.58
N -2.96 0.93 0.41 2.51
C -1.59 1.10 0.51 0.21
C -0.90 2.12 1.15 -1.25
C 0.41 2.68 0.85 0.02
C 1.43 2.84 1.84 -0.11
C 2.73 3.13 1.47 -0.89
C 3.01 3.28 0.10 -0.30
N 4.27 2.82 -0.39 1.17
O 4.41 2.74 -1.63 -0.64
O 5.14 2.45 0.42 -0.66
C 1.98 3.48 -0.84 -0.54
C 0.69 3.22 -0.43 -0.77
N -1.05 -0.10 0.02 2.20
C 0.35 -0.45 0.12 -2.01
C 0.88 -0.76 1.38 0.39
C 0.12 -1.11 2.70 2.46
C 0.82 -2.30 3.37 -1.45
C -1.35 -1.49 2.65 -1.28
C 0.23 0.16 3.54 0.07
C 2.27 -0.63 1.55 0.55
C 3.11 -0.35 0.50 -1.14
C 2.58 -0.17 -0.77 -0.38
C 1.21 -0.28 -1.00 0.42
C 0.72 -0.17 -2.48 2.33
C 1.89 -0.20 -3.47 -2.38
C -0.02 1.15 -2.67 -1.13
C -0.23 -1.31 -2.86 -1.26
C -2.12 -1.01 -0.12 -0.17
C -2.02 -2.46 -0.32 1.03
C -0.82 -3.22 -0.29 0.34
C -0.86 -4.62 -0.32 -1.29
C -2.09 -5.29 -0.41 -0.61
C -3.28 -4.55 -0.48 -1.03
C -3.25 -3.16 -0.45 -1.07
N -3.27 -0.40 0.08 -1.50
H -4.17 -0.14 -2.07 0.37
H -3.41 0.45 -3.57 0.52
H -2.56 0.60 -2.04 0.00
H -3.66 4.06 -2.93 0.48
H -2.32 3.18 -2.16 0.29
H -2.80 2.79 -3.84 0.38
H -5.88 3.00 -3.30 0.36
H -5.16 1.67 -4.21 0.47
H -6.16 1.32 -2.79 0.40
H -5.60 4.10 -1.70 0.27
H -6.70 4.76 0.39 0.37
H -6.22 3.55 2.47 0.44
H -4.27 -0.44 2.06 0.05
H -4.45 -0.45 3.83 0.35
H -5.85 -0.13 2.77 0.45
H -5.22 3.17 4.23 0.50
H -6.46 1.93 3.87 0.46
H -5.16 1.60 5.03 0.44
H -2.82 2.86 3.37 0.23
H -2.96 1.51 4.52 0.58
H -2.34 1.22 2.90 0.36
H -1.55 2.77 1.75 1.04
H 1.18 2.73 2.90 0.80
H 3.55 3.17 2.18 0.42
H 2.24 3.77 -1.85 0.44
H -0.16 3.40 -1.10 0.79
H 1.86 -2.10 3.60 -0.15
H 0.33 -2.55 4.32 0.45
H 0.78 -3.18 2.71 0.41
H -1.96 -0.69 2.22 -0.02
H -1.52 -2.42 2.11 0.49
H -1.72 -1.62 3.68 0.54
H -0.17 1.02 2.99 -0.97
H -0.28 0.09 4.50 0.90
H 1.28 0.38 3.74 -1.41
H 2.70 -0.76 2.55 -0.95
H 4.19 -0.27 0.66 0.38
H 3.26 0.08 -1.57 0.39
H 2.49 -1.11 -3.34 0.40
H 1.51 -0.19 -4.50 0.42
H 2.53 0.68 -3.36 0.45
H -0.73 1.30 -1.85 -0.35
H 0.68 1.99 -2.67 0.19
H -0.58 1.16 -3.62 0.74
H -1.15 -1.27 -2.28 -0.15
H -0.50 -1.23 -3.92 0.57
H 0.25 -2.28 -2.70 0.41
H 0.15 -2.72 -0.23 1.04
H 0.08 -5.18 -0.29 0.47
H -2.12 -6.38 -0.41 0.41
H -4.25 -5.06 -0.57 0.44
H -4.17 -2.56 -0.50 0.44
C 4.45 -3.42 4.40 -0.54
C 4.92 -2.26 3.78 -0.51
C 4.46 -1.01 4.19 -0.06
C 3.43 -0.93 5.16 0.33
C 2.70 0.32 5.35 0.65
S 1.46 0.36 6.53 -0.01
C 1.85 1.93 7.38 -0.76
C 3.32 2.25 7.57 -0.63
C 4.07 2.49 6.27 -0.72
S 3.31 1.80 4.75 0.13
C 3.05 -2.10 5.86 -0.32
C 3.53 -3.33 5.45 -0.72
H 4.81 -4.40 4.07 0.43
H 5.66 -2.32 2.98 0.45
H 4.87 -0.09 3.77 0.49
H 1.32 2.71 6.83 0.41
H 1.36 1.76 8.35 0.53
H 3.39 3.17 8.16 0.40
H 3.81 1.46 8.14 0.31
H 4.11 3.56 6.05 0.47
H 5.08 2.07 6.28 0.33
H 2.36 -2.03 6.71 0.42
H 3.19 -4.24 5.95 0.44
```